# C18H29N5O3S

One molecule with the formula C18H29N5O3S in a non-equilibrium geometry (ωB97M-V/def2-TZVPD, the OMol25 dataset).

Structure (XYZ):
```
56
Properties=species:S:1:pos:R:3
C 3.29 2.74 1.91
C 2.52 3.24 0.69
C 2.85 2.41 -0.55
C 2.10 2.85 -1.81
C 0.57 2.79 -1.75
C -0.01 1.38 -1.83
N 0.26 0.57 -0.68
C -0.20 0.73 0.58
S -1.31 2.00 1.00
C -2.20 1.22 2.38
C -2.63 -0.21 2.05
N -2.89 -0.37 0.63
C -2.79 -1.74 0.18
C -2.91 -1.77 -1.35
O -4.13 -1.20 -1.77
C -4.25 0.12 -1.32
C -4.15 0.20 0.21
N 0.26 -0.17 1.43
C 1.05 -0.97 0.68
C 1.08 -0.54 -0.64
C 1.84 -1.21 -1.64
O 1.94 -0.95 -2.82
N 2.50 -2.31 -1.08
C 2.51 -2.77 0.22
O 3.16 -3.75 0.54
N 1.74 -2.06 1.12
C 1.68 -2.46 2.50
H 3.01 1.71 2.13
H 3.06 3.35 2.78
H 4.36 2.78 1.72
H 2.76 4.29 0.50
H 1.45 3.18 0.91
H 3.92 2.50 -0.75
H 2.65 1.36 -0.34
H 2.44 2.23 -2.65
H 2.39 3.88 -2.03
H 0.21 3.28 -0.85
H 0.18 3.34 -2.60
H 0.40 0.85 -2.70
H -1.10 1.46 -1.93
H -1.55 1.23 3.25
H -3.05 1.88 2.55
H -1.81 -0.88 2.31
H -3.50 -0.47 2.67
H -1.82 -2.15 0.47
H -3.59 -2.37 0.61
H -2.90 -2.79 -1.72
H -2.07 -1.21 -1.78
H -5.22 0.48 -1.66
H -3.45 0.74 -1.76
H -4.19 1.25 0.51
H -5.00 -0.34 0.66
H 3.07 -2.85 -1.72
H 1.87 -1.60 3.14
H 2.44 -3.23 2.66
H 0.69 -2.86 2.74
```

Its orbital gap is 8.59 eV. As for the total energy: -43566.728 eV. The total charge is 0. Its HOMO energy is -8.1 eV. For the LUMO energy, the calculation gives 0.45 eV.

natural (NBO) population analysis, charges in e, atoms 1 to 4: -0.599 -0.401 -0.397 -0.399